1.
{
  "formula": "C46H98F12K2N2O29S4",
  "method": "the ωB97M-V functional and the def2-TZVPD basis",
  "symbols": ["K", "K", "C", "F", "F", "F", "S", "O", "O", "N", "S", "O", "O", "C", "F", "F", "F", "C", "F", "F", "F", "S", "O", "O", "N", "S", "O", "O", "C", "F", "F", "F", "C", "O", "C", "C", "O", "C", "C", "O", "C", "H", "H", "H", "H", "H", "H", "H", "H", "H", "H", "H", "H", "H", "H", "C", "O", "C", "C", "O", "C", "C", "O", "C", "H", "H", "H", "H", "H", "H", "H", "H", "H", "H", "H", "H", "H", "H", "C", "O", "C", "C", "O", "C", "C", "O", "C", "H", "H", "H", "H", "H", "H", "H", "H", "H", "H", "H", "H", "H", "H", "C", "O", "C", "C", "O", "C", "C", "O", "C", "H", "H", "H", "H", "H", "H", "H", "H", "H", "H", "H", "H", "H", "H", "C", "O", "C", "C", "O", "C", "C", "O", "C", "H", "H", "H", "H", "H", "H", "H", "H", "H", "H", "H", "H", "H", "H", "C", "O", "C", "C", "O", "C", "C", "O", "C", "H", "H", "H", "H", "H", "H", "H", "H", "H", "H", "H", "H", "H", "H", "C", "O", "C", "C", "O", "C", "C", "O", "C", "H", "H", "H", "H", "H", "H", "H", "H", "H", "H", "H", "H", "H", "H"],
  "coordinates": [[-0.01, -6.43, 15.12], [-0.90, -10.16, 16.47], [-0.94, -11.24, 20.80], [-1.15, -10.40, 21.81], [-1.25, -10.75, 19.54], [0.42, -11.47, 20.78], [-1.68, -12.94, 21.13], [-3.07, -12.87, 20.88], [-0.95, -13.91, 20.31], [-1.19, -13.16, 22.77], [-2.12, -14.29, 23.26], [-3.55, -13.95, 23.23], [-1.77, -15.57, 22.68], [-1.69, -14.36, 25.17], [-0.41, -14.73, 25.31], [-1.93, -13.17, 25.71], [-2.48, -15.31, 25.77], [-1.20, -5.54, 18.51], [-1.74, -5.41, 17.35], [-0.06, -4.74, 18.49], [-2.04, -5.12, 19.44], [-0.74, -7.42, 18.94], [-0.34, -7.34, 20.37], [-1.99, -8.15, 18.68], [0.45, -7.81, 17.71], [1.70, -7.96, 18.58], [2.07, -6.88, 19.52], [1.74, -9.30, 19.08], [2.99, -7.93, 17.26], [4.21, -7.97, 17.84], [2.84, -8.88, 16.28], [3.01, -6.80, 16.63], [-0.38, -10.84, 26.38], [0.36, -10.45, 25.20], [0.29, -9.03, 25.10], [0.85, -8.55, 23.64], [2.16, -9.17, 23.54], [2.75, -8.87, 22.22], [3.92, -9.71, 21.83], [3.44, -11.03, 21.67], [4.52, -11.94, 21.27], [-0.04, -11.81, 26.74], [-1.46, -10.89, 26.22], [-0.12, -10.22, 27.24], [1.01, -8.55, 25.77], [-0.69, -8.62, 25.36], [0.85, -7.47, 23.58], [0.24, -9.00, 22.85], [3.05, -7.82, 22.21], [2.05, -9.08, 21.42], [4.72, -9.49, 22.54], [4.17, -9.29, 20.86], [4.16, -12.89, 20.89], [5.14, -12.11, 22.15], [5.16, -11.39, 20.58], [0.94, 1.96, 22.57], [0.25, 1.28, 21.52], [-0.05, -0.08, 21.76], [-1.05, -0.55, 20.71], [-0.39, -0.33, 19.48], [-1.00, -1.13, 18.41], [-0.33, -0.76, 17.09], [-0.73, 0.50, 16.53], [-1.80, 0.41, 15.62], [1.99, 1.76, 22.37], [0.53, 1.62, 23.52], [0.79, 3.03, 22.48], [-0.50, -0.16, 22.75], [0.88, -0.64, 21.77], [-1.97, 0.03, 20.74], [-1.38, -1.57, 20.94], [-2.09, -1.00, 18.41], [-0.99, -2.20, 18.62], [-0.46, -1.53, 16.32], [0.74, -0.64, 17.22], [-2.64, -0.19, 15.97], [-1.41, 0.26, 14.61], [-2.25, 1.40, 15.70], [-7.74, -1.58, 23.47], [-6.33, -1.80, 23.33], [-5.41, -0.73, 23.65], [-3.87, -1.08, 23.37], [-3.59, -2.34, 23.97], [-2.22, -2.73, 24.14], [-2.17, -4.20, 24.59], [-2.91, -5.13, 23.75], [-2.26, -5.37, 22.50], [-8.26, -2.52, 23.29], [-8.11, -0.84, 22.75], [-7.88, -1.30, 24.51], [-5.42, -0.61, 24.73], [-5.59, 0.26, 23.23], [-3.14, -0.29, 23.55], [-3.90, -1.11, 22.28], [-1.69, -2.00, 24.74], [-1.73, -2.80, 23.16], [-2.68, -4.16, 25.55], [-1.18, -4.60, 24.79], [-2.70, -6.15, 21.87], [-1.30, -5.86, 22.68], [-2.06, -4.60, 21.76], [12.43, -11.97, 13.38], [11.09, -11.72, 13.15], [10.28, -12.74, 12.60], [8.99, -11.96, 12.15], [8.31, -11.33, 13.19], [7.06, -10.69, 12.79], [6.57, -9.63, 13.78], [6.52, -10.07, 15.11], [5.60, -11.09, 15.44], [12.92, -11.91, 12.41], [12.67, -12.91, 13.88], [12.81, -11.14, 13.97], [10.07, -13.53, 13.32], [10.81, -13.30, 11.83], [8.37, -12.75, 11.73], [9.16, -11.27, 11.32], [6.39, -11.53, 12.61], [7.18, -10.18, 11.83], [5.56, -9.32, 13.52], [7.22, -8.76, 13.70], [4.60, -10.77, 15.14], [5.55, -11.31, 16.51], [5.73, -12.13, 15.14], [-3.54, -9.30, 23.09], [-4.09, -9.95, 21.97], [-4.36, -9.11, 20.82], [-5.86, -8.70, 20.82], [-6.62, -9.92, 20.91], [-8.01, -9.76, 20.72], [-8.60, -11.15, 20.50], [-8.20, -12.06, 21.41], [-9.11, -12.20, 22.51], [-4.26, -8.64, 23.59], [-2.61, -8.76, 22.91], [-3.25, -10.02, 23.86], [-4.25, -9.64, 19.88], [-3.78, -8.19, 20.72], [-6.06, -8.24, 19.86], [-6.15, -8.07, 21.65], [-8.23, -9.13, 19.86], [-8.38, -9.30, 21.64], [-8.30, -11.58, 19.54], [-9.68, -11.25, 20.35], [-9.14, -11.24, 23.05], [-8.75, -12.86, 23.30], [-10.06, -12.55, 22.12], [4.73, -5.69, 13.55], [5.94, -5.16, 14.02], [6.30, -5.64, 15.29], [7.43, -4.73, 15.91], [8.48, -4.73, 14.95], [9.51, -3.90, 15.24], [10.63, -4.09, 14.23], [10.23, -3.79, 12.90], [11.15, -4.15, 11.90], [4.66, -6.78, 13.45], [4.30, -5.22, 12.67], [3.95, -5.42, 14.26], [6.65, -6.65, 15.07], [5.44, -5.67, 15.96], [7.89, -5.08, 16.84], [7.07, -3.71, 15.91], [9.94, -4.04, 16.23], [9.18, -2.87, 15.09], [11.06, -5.08, 14.33], [11.45, -3.42, 14.51], [10.52, -4.30, 11.02], [11.60, -5.12, 12.10], [11.90, -3.38, 11.77], [6.85, -3.79, 24.28], [6.98, -3.98, 22.84], [6.66, -5.33, 22.52], [6.31, -5.39, 21.00], [5.25, -4.49, 20.55], [5.05, -4.73, 19.19], [3.95, -3.91, 18.63], [4.08, -2.54, 18.97], [2.94, -1.76, 18.54], [5.81, -3.53, 24.48], [7.38, -2.86, 24.53], [7.23, -4.60, 24.90], [5.65, -5.48, 22.89], [7.32, -6.17, 22.75], [5.99, -6.43, 20.93], [7.21, -5.11, 20.46], [4.87, -5.80, 19.04], [5.92, -4.63, 18.54], [3.06, -4.40, 19.02], [3.87, -4.06, 17.55], [3.01, -1.44, 17.50], [2.92, -0.84, 19.12], [1.99, -2.30, 18.61]],
  "charge": -1,
  "lumo_ha": [0.0261, 0.0285],
  "multiplicity": 2,
  "e_homo_ha": [-0.11130, -0.21390],
  "orbital_gap_ev": [3.74, 6.60],
  "total_energy_ev": -220229.86911
}



2.
{
  "formula": "C46H99N5O6",
  "method": "the ωB97M-V functional and the def2-TZVPD basis",
  "symbols": ["C", "C", "C", "N", "C", "C", "C", "C", "C", "H", "H", "H", "H", "H", "H", "H", "H", "H", "H", "H", "H", "H", "H", "H", "H", "H", "H", "C", "C", "C", "N", "C", "C", "C", "C", "C", "H", "H", "H", "H", "H", "H", "H", "H", "H", "H", "H", "H", "H", "H", "H", "H", "H", "H", "C", "C", "C", "N", "C", "C", "C", "C", "C", "H", "H", "H", "H", "H", "H", "H", "H", "H", "H", "H", "H", "H", "H", "H", "H", "H", "H", "C", "C", "C", "N", "C", "C", "C", "C", "C", "H", "H", "H", "H", "H", "H", "H", "H", "H", "H", "H", "H", "H", "H", "H", "H", "H", "H", "C", "C", "C", "N", "C", "C", "C", "C", "C", "H", "H", "H", "H", "H", "H", "H", "H", "H", "H", "H", "H", "H", "H", "H", "H", "H", "H", "C", "C", "O", "O", "H", "H", "H", "C", "C", "O", "O", "H", "H", "H", "C", "C", "O", "O", "H", "H", "H"],
  "coordinates": [[5.33, 33.64, 10.56], [5.33, 32.26, 11.34], [4.36, 31.20, 10.81], [4.04, 30.01, 11.76], [5.32, 29.09, 11.91], [3.56, 30.62, 13.11], [2.70, 29.58, 13.73], [2.29, 28.53, 12.63], [2.80, 29.20, 11.29], [6.17, 34.25, 10.89], [4.38, 34.14, 10.73], [5.56, 33.51, 9.50], [5.23, 32.46, 12.41], [6.30, 31.78, 11.40], [4.64, 30.84, 9.81], [3.38, 31.63, 10.59], [6.15, 29.77, 12.10], [5.53, 28.62, 10.95], [5.09, 28.32, 12.65], [4.47, 30.98, 13.59], [2.84, 31.42, 12.91], [3.16, 29.17, 14.63], [1.75, 29.94, 14.13], [2.79, 27.58, 12.80], [1.22, 28.34, 12.64], [3.15, 28.53, 10.50], [2.08, 29.90, 10.87], [7.14, 35.22, 17.39], [7.03, 34.06, 18.43], [8.15, 33.07, 18.39], [8.30, 32.07, 19.66], [7.04, 31.25, 19.73], [8.60, 32.73, 21.01], [9.80, 31.99, 21.70], [9.84, 30.69, 20.87], [9.56, 31.18, 19.43], [7.33, 34.81, 16.40], [7.85, 35.97, 17.73], [6.16, 35.71, 17.38], [6.06, 33.55, 18.44], [7.04, 34.49, 19.42], [9.11, 33.58, 18.40], [8.13, 32.45, 17.50], [6.91, 30.58, 18.88], [6.22, 31.98, 19.78], [7.14, 30.60, 20.60], [7.61, 32.84, 21.43], [8.90, 33.75, 20.74], [9.63, 31.85, 22.76], [10.71, 32.59, 21.64], [9.23, 29.90, 21.31], [10.88, 30.35, 20.90], [9.55, 30.34, 18.74], [10.32, 31.78, 18.94], [0.93, 37.16, 13.16], [1.46, 35.81, 13.68], [1.82, 35.75, 15.21], [2.65, 34.47, 15.61], [4.10, 34.48, 15.03], [1.84, 33.17, 15.38], [2.21, 32.20, 16.55], [3.09, 33.05, 17.48], [2.74, 34.53, 17.19], [1.45, 38.05, 13.53], [-0.08, 37.28, 13.56], [0.78, 37.21, 12.08], [2.37, 35.63, 13.10], [0.70, 35.09, 13.38], [0.90, 35.70, 15.81], [2.53, 36.52, 15.50], [4.64, 35.33, 15.44], [3.96, 34.69, 13.97], [4.50, 33.48, 15.21], [2.13, 32.72, 14.43], [0.75, 33.23, 15.41], [2.88, 31.42, 16.19], [1.28, 31.71, 16.83], [4.17, 32.93, 17.36], [2.88, 33.00, 18.55], [3.50, 35.25, 17.50], [1.71, 34.67, 17.50], [9.86, 22.21, 15.02], [8.75, 23.24, 15.27], [8.99, 24.56, 14.52], [7.78, 25.58, 14.49], [7.27, 25.91, 15.91], [8.10, 26.85, 13.64], [7.99, 26.43, 12.20], [7.00, 25.24, 12.23], [6.54, 25.01, 13.68], [10.00, 22.16, 13.94], [9.67, 21.21, 15.43], [10.75, 22.46, 15.60], [8.70, 23.31, 16.36], [7.83, 22.74, 14.99], [9.23, 24.32, 13.48], [9.78, 25.17, 14.95], [6.43, 26.60, 15.92], [8.09, 26.29, 16.53], [6.95, 24.94, 16.28], [7.35, 27.57, 14.00], [9.10, 27.21, 13.89], [7.59, 27.19, 11.53], [8.97, 26.14, 11.83], [6.11, 25.64, 11.75], [7.44, 24.35, 11.76], [5.69, 25.62, 14.00], [6.16, 24.00, 13.86], [1.48, 30.60, 21.16], [1.14, 29.85, 19.88], [1.75, 28.43, 19.85], [3.05, 28.32, 18.95], [4.09, 29.42, 19.31], [2.63, 28.31, 17.42], [2.75, 26.80, 17.04], [3.85, 26.30, 17.89], [3.64, 26.93, 19.25], [0.96, 30.04, 21.94], [1.13, 31.63, 21.05], [2.56, 30.64, 21.34], [1.31, 30.37, 18.93], [0.05, 29.77, 19.85], [1.20, 27.73, 19.22], [2.06, 27.98, 20.79], [3.51, 30.33, 19.16], [4.94, 29.13, 18.69], [4.28, 29.41, 20.38], [3.39, 28.83, 16.84], [1.64, 28.74, 17.25], [2.94, 26.71, 15.97], [1.78, 26.36, 17.25], [4.78, 26.68, 17.47], [3.79, 25.21, 17.96], [4.48, 27.08, 19.92], [2.99, 26.22, 19.76], [11.35, 28.49, 16.05], [11.69, 29.74, 16.79], [11.38, 30.82, 16.29], [12.22, 29.60, 17.93], [12.13, 27.74, 16.22], [11.22, 28.71, 14.99], [10.45, 28.11, 16.53], [9.58, 29.56, 11.35], [9.09, 29.97, 9.90], [8.91, 29.01, 9.11], [9.08, 31.18, 9.60], [10.20, 30.31, 11.84], [10.19, 28.66, 11.28], [8.84, 29.28, 12.10], [7.89, 30.15, 15.62], [6.41, 30.12, 16.07], [5.94, 31.04, 16.80], [5.74, 29.17, 15.63], [8.14, 29.40, 14.87], [8.57, 29.92, 16.44], [8.06, 31.21, 15.40]],
  "charge": 2,
  "lumo_ha": -0.1723,
  "e_homo_ha": -0.34241,
  "orbital_gap_ev": 4.63,
  "total_energy_ev": -69021.92772
}



Calculated F_max in order - 5.48 2.91 eV/Å